The following is a quantum chemistry calculation of the molecule C2H5NO2, from the Open Molecules 2025 dataset.

Highest occupied orbital energy, hartree: -0.3380
Gap between HOMO and LUMO, eV: 10.22

Geometry as ORCA input:
```
! wB97M-V def2-TZVPD RIJCOSX def2/J DEFGRID3
* xyz 0 1
N -0.26 -0.08 2.01
C 0.08 -0.44 0.78
O -0.29 0.55 -0.04
C 0.04 0.37 -1.43
O 0.45 -0.90 -1.75
H -0.68 0.82 2.22
H -0.11 -0.72 2.78
H -0.87 0.61 -1.99
H 0.81 1.13 -1.64
H 0.87 -1.25 -0.93
*
```

Here are the Löwdin charges for atoms 1 to 2, given in e: atom 1 (N): 0.08, atom 2 (C): -0.18

---

The following is a quantum chemistry calculation of the molecule C2H5NO2, from the Open Molecules 2025 dataset.

SMILES: NCC(=O)O
Highest occupied orbital energy, hartree: -0.3818
Gap between HOMO and LUMO, eV: 10.99

Geometry as ORCA input:
```
! wB97M-V def2-TZVPD RIJCOSX def2/J DEFGRID3
* xyz 0 1
C 0.39 0.34 -0.40
C 0.11 -1.12 -0.31
H -1.21 0.85 0.41
H -0.13 2.09 0.47
H 1.47 0.53 -0.48
H 0.01 0.65 -1.37
H -0.47 -0.93 1.42
N -0.25 1.07 0.64
O 0.34 -1.86 -1.22
O -0.28 -1.63 0.85
*
```

Here are the Löwdin charges for atoms 1 to 2, given in e: atom 1 (C): -0.22, atom 2 (C): -0.56

---

The following is a quantum chemistry calculation of a structure of composition C2H5NO2, from the Open Molecules 2025 dataset.

Highest occupied orbital energy, hartree: -0.3579
Gap between HOMO and LUMO, eV: 10.43

Geometry as ORCA input:
```
! wB97M-V def2-TZVPD RIJCOSX def2/J DEFGRID3
* xyz 0 1
C 1.56 -0.69 0.17
C -0.94 -0.61 -0.11
H 1.72 -0.28 1.18
H 2.28 -0.24 -0.36
H 1.37 -1.79 0.37
H -0.53 1.44 0.54
H -0.85 -1.72 -0.31
N 0.37 -0.08 -0.41
O 0.60 1.35 -0.04
O -1.89 0.03 0.18
*
```

Here are the Löwdin charges for atoms 1 to 2, given in e: atom 1 (C): -0.08, atom 2 (C): -0.32

---

The following is a quantum chemistry calculation of the molecule C2H5NO2, from the Open Molecules 2025 dataset.

SMILES: CONC=O
Highest occupied orbital energy, hartree: -0.3652
Gap between HOMO and LUMO, eV: 10.93

Geometry as ORCA input:
```
! wB97M-V def2-TZVPD RIJCOSX def2/J DEFGRID3
* xyz 0 1
C -0.78 0.93 -0.83
C 0.36 -0.94 1.35
H -1.23 0.84 -1.91
H 0.01 1.82 -0.97
H -1.71 1.12 -0.27
H 1.96 -0.68 0.03
H 1.14 -1.69 1.88
N 1.09 -0.39 0.21
O 0.04 -0.22 -0.87
O -0.86 -0.79 1.37
*
```

Here are the Löwdin charges for atoms 1 to 2, given in e: atom 1 (C): -0.14, atom 2 (C): -0.26

---

The following is a quantum chemistry calculation of the molecule C2H5NO2, from the Open Molecules 2025 dataset.

SMILES: C[C@@]1(O)NO1
Highest occupied orbital energy, hartree: -0.3684
Gap between HOMO and LUMO, eV: 10.90

Geometry as ORCA input:
```
! wB97M-V def2-TZVPD RIJCOSX def2/J DEFGRID3
* xyz 0 1
C -0.18 0.04 0.14
C 1.23 -0.56 0.17
N -1.28 -0.72 -0.37
O -1.23 -0.27 0.99
O -0.12 1.68 -0.38
H 1.01 -1.45 -0.40
H 1.53 -0.70 1.27
H 1.97 0.10 -0.37
H -2.00 -0.16 -0.98
H -0.94 2.04 -0.08
*
```

Here are the Löwdin charges for atoms 1 to 2, given in e: atom 1 (C): -0.43, atom 2 (C): 0.01

---

The following is a quantum chemistry calculation of the molecule C2H5NO2, from the Open Molecules 2025 dataset.

SMILES: CN(O)C=O
Highest occupied orbital energy, hartree: -0.3510
Gap between HOMO and LUMO, eV: 10.15

Geometry as ORCA input:
```
! wB97M-V def2-TZVPD RIJCOSX def2/J DEFGRID3
* xyz 0 1
C 0.40 1.04 -0.09
C -1.08 -0.88 -0.20
H 0.67 1.65 -1.06
H 1.13 1.47 0.82
H -0.68 1.47 0.02
H 1.47 -1.44 0.68
H -1.41 -1.86 -0.05
N 0.21 -0.23 0.08
O 1.43 -1.03 -0.19
O -2.15 -0.18 -0.01
*
```

Here are the Löwdin charges for atoms 1 to 2, given in e: atom 1 (C): -0.19, atom 2 (C): -0.12

---

The following is a quantum chemistry calculation of a cluster of 2 separate species, C2H5NO2P in total, from the Open Molecules 2025 dataset.

Highest occupied orbital energy (alpha / beta), hartree: -0.0853 / -0.1450
Gap between HOMO and LUMO (alpha / beta), eV: 5.47 / 7.80

Geometry as ORCA input:
```
! wB97M-V def2-TZVPD RIJCOSX def2/J DEFGRID3
* xyz -1 1
C -0.32 0.28 -2.14
C -0.31 -0.17 1.77
N -0.47 0.08 0.37
O -1.27 -0.44 -1.88
O 0.35 0.64 -3.11
P 0.54 1.04 -0.53
H -0.94 -0.99 2.00
H 0.71 -0.41 2.01
H -0.63 0.72 2.27
H -1.10 -0.63 -0.35
H 3.44 -0.13 -0.42
*
```

Here are the Löwdin charges for atoms 1 to 2, given in e: atom 1 (C): -0.92, atom 2 (C): -0.24

---

The following is a quantum chemistry calculation of the ion C2H5NO2P with charge +1, from the Open Molecules 2025 dataset.

SMILES: O=[N+]1OCCP1
Highest occupied orbital energy (alpha / beta), hartree: -0.5767 / -0.5767
Gap between HOMO and LUMO (alpha / beta), eV: 9.11 / 9.11

Geometry as ORCA input:
```
! wB97M-V def2-TZVPD RIJCOSX def2/J DEFGRID3
* xyz 1 1
C 0.73 0.15 -0.91
C -0.12 1.10 -0.06
N -0.14 -1.31 0.51
O -0.12 -2.19 1.27
O 0.90 -1.06 -0.26
P -1.50 -0.22 0.28
H 0.31 -0.07 -1.88
H 1.74 0.55 -1.11
H 0.34 1.23 0.96
H -0.23 2.09 -0.38
H -1.90 -0.27 1.58
*
```

Here are the Löwdin charges for atoms 1 to 2, given in e: atom 1 (C): -0.23, atom 2 (C): -0.23

---

The following is a quantum chemistry calculation of the molecule C2H5NO2S, from the Open Molecules 2025 dataset.

SMILES: OCC(=S)NO
Highest occupied orbital energy, hartree: -0.3173
Gap between HOMO and LUMO, eV: 9.07

Geometry as ORCA input:
```
! wB97M-V def2-TZVPD RIJCOSX def2/J DEFGRID3
* xyz 0 1
C 0.31 1.29 0.19
C -0.41 -0.06 0.00
H 2.21 0.95 0.40
H 0.28 1.51 1.30
H -0.26 2.03 -0.32
H -0.04 -1.98 -0.62
H 2.19 -0.80 -0.30
N 0.36 -1.14 -0.22
O 1.64 1.26 -0.32
O 1.64 -1.34 0.30
S -2.03 -0.03 0.01
*
```

Here are the Löwdin charges for atoms 1 to 2, given in e: atom 1 (C): -0.25, atom 2 (C): -0.84

---

The following is a quantum chemistry calculation of the molecule C2H5NO2S, from the Open Molecules 2025 dataset.

Highest occupied orbital energy (alpha / beta), hartree: -0.2251 / -0.3751
Gap between HOMO and LUMO (alpha / beta), eV: 6.52 / 7.24

Geometry as ORCA input:
```
! wB97M-V def2-TZVPD RIJCOSX def2/J DEFGRID3
* xyz 0 3
C -0.32 1.21 -0.55
C 0.30 -0.95 0.21
N -0.62 0.15 0.04
O -2.75 0.17 1.78
O -3.14 1.52 -0.41
S -2.74 0.11 0.34
H -1.25 1.83 -0.64
H 0.62 1.53 -0.92
H 0.33 -1.33 -0.75
H -0.20 -1.40 1.16
H 1.22 -0.49 0.64
*
```

Here are the Löwdin charges for atoms 1 to 2, given in e: atom 1 (C): 0.00, atom 2 (C): -0.07

---

The following is a quantum chemistry calculation of the molecule C2H5NO2S, from the Open Molecules 2025 dataset.

Highest occupied orbital energy (alpha / beta), hartree: -0.1895 / -0.3730
Gap between HOMO and LUMO (alpha / beta), eV: 5.56 / 7.76

Geometry as ORCA input:
```
! wB97M-V def2-TZVPD RIJCOSX def2/J DEFGRID3
* xyz 0 3
C -0.32 -0.25 -0.96
C 0.03 -0.24 0.51
N 0.82 -1.11 0.91
O 1.83 -2.23 3.34
O -0.42 0.74 1.38
S 1.05 -1.12 2.71
H 0.67 0.01 -1.30
H -0.74 -1.21 -1.03
H -1.09 0.49 -0.99
H -1.33 0.78 1.15
H 2.05 -0.20 2.66
*
```

Here are the Löwdin charges for atoms 1 to 2, given in e: atom 1 (C): 0.01, atom 2 (C): -0.60

---

The following is a quantum chemistry calculation of a cluster of 2 separate species, C2H5NO3 in total, from the Open Molecules 2025 dataset.

SMILES: C=NC(=O)O.O
Highest occupied orbital energy, hartree: -0.3848
Gap between HOMO and LUMO, eV: 11.04

Geometry as ORCA input:
```
! wB97M-V def2-TZVPD RIJCOSX def2/J DEFGRID3
* xyz 0 1
C 0.12 -1.25 1.24
C -1.24 0.57 0.58
N -0.86 -0.50 1.41
O -0.89 1.70 0.72
O 0.91 0.49 -0.86
O -2.08 0.26 -0.41
H 0.12 -2.01 1.94
H 0.71 -1.37 0.40
H 0.88 0.93 0.05
H 0.27 0.87 -1.48
H -2.71 0.90 -0.68
*
```

Here are the Löwdin charges for atoms 1 to 2, given in e: atom 1 (C): 0.02, atom 2 (C): -0.65

---

The following is a quantum chemistry calculation of the molecule C2H5NO3, from the Open Molecules 2025 dataset.

SMILES: O=C(O)CNO
Highest occupied orbital energy, hartree: -0.3585
Gap between HOMO and LUMO, eV: 10.28

Geometry as ORCA input:
```
! wB97M-V def2-TZVPD RIJCOSX def2/J DEFGRID3
* xyz 0 1
C 0.54 -0.02 -0.24
N 0.39 -1.08 0.73
C -0.78 0.38 -0.91
O -0.06 -0.53 1.97
O -0.80 1.58 -1.50
O -1.73 -0.35 -0.93
H 0.58 -0.83 2.62
H 0.02 2.08 -1.38
H -0.38 -1.68 0.41
H 1.21 -0.38 -1.03
H 1.00 0.84 0.26
*
```

Here are the Löwdin charges for atoms 1 to 2, given in e: atom 1 (C): -0.13, atom 2 (N): -0.10

---

The following is a quantum chemistry calculation of the molecule C2H5NO3, from the Open Molecules 2025 dataset.

SMILES: COC(=O)NO
Highest occupied orbital energy, hartree: -0.3868
Gap between HOMO and LUMO, eV: 11.07

Geometry as ORCA input:
```
! wB97M-V def2-TZVPD RIJCOSX def2/J DEFGRID3
* xyz 0 1
C -1.69 -0.52 0.01
C 0.36 0.64 -0.16
H -1.72 0.13 0.94
H -2.33 -1.55 -0.21
H -1.83 0.37 -0.85
H 2.28 1.14 -0.52
H 1.98 -0.99 0.76
N 1.67 0.58 0.16
O -0.27 -0.65 0.01
O -0.33 1.67 0.01
O 1.88 -0.82 -0.16
*
```

Here are the Löwdin charges for atoms 1 to 2, given in e: atom 1 (C): -0.09, atom 2 (C): -0.49

---

The following is a quantum chemistry calculation of a cluster of 2 separate species, C2H5NO3 in total, from the Open Molecules 2025 dataset.

SMILES: CC=O.O=NO
Highest occupied orbital energy, hartree: -0.3738
Gap between HOMO and LUMO, eV: 10.62

Geometry as ORCA input:
```
! wB97M-V def2-TZVPD RIJCOSX def2/J DEFGRID3
* xyz 0 1
C -0.89 -1.77 -0.71
C -0.30 -0.60 -0.13
N 1.69 1.88 0.82
O 0.46 2.56 0.78
O 2.60 2.61 1.13
O -0.89 0.46 0.02
H -0.82 -2.70 -0.18
H -1.89 -1.56 -0.85
H -0.37 -2.24 -1.54
H 0.71 -0.69 0.15
H -0.29 2.06 0.53
*
```

Here are the Löwdin charges for atoms 1 to 2, given in e: atom 1 (C): -0.04, atom 2 (C): -0.27

---

The following is a quantum chemistry calculation of a cluster of 2 separate species, C2H5NO3S in total, from the Open Molecules 2025 dataset.

Highest occupied orbital energy, hartree: -0.3463
Gap between HOMO and LUMO, eV: 9.79

Geometry as ORCA input:
```
! wB97M-V def2-TZVPD RIJCOSX def2/J DEFGRID3
* xyz 0 1
C 1.50 -1.02 -0.78
C 0.82 -1.46 -1.83
N -1.44 -0.12 1.03
O 0.51 -4.05 -0.90
O -1.25 -2.50 -0.34
O 1.18 -1.76 0.35
S 0.14 -2.68 -0.65
H -0.52 0.04 0.70
H 2.38 -0.36 -0.52
H 0.84 -1.36 -2.91
H -1.49 0.34 1.96
H -1.72 -1.15 1.04
*
```

Here are the Löwdin charges for atoms 1 to 2, given in e: atom 1 (C): -0.23, atom 2 (C): -0.04

---

The following is a quantum chemistry calculation of a cluster of 2 separate species, C2H5NO3S in total, from the Open Molecules 2025 dataset.

Highest occupied orbital energy (alpha / beta), hartree: -0.3172 / -0.3172
Gap between HOMO and LUMO (alpha / beta), eV: 6.23 / 6.23

Geometry as ORCA input:
```
! wB97M-V def2-TZVPD RIJCOSX def2/J DEFGRID3
* xyz 0 1
C -0.65 -1.33 0.39
C 0.63 -1.48 -0.46
N -0.07 2.34 1.24
O -1.21 -0.19 0.29
O 0.75 1.82 -0.99
O -0.95 -2.25 1.10
S -0.45 2.14 -0.30
H 1.14 -0.54 -0.32
H 1.18 -2.29 -0.01
H 0.51 -1.66 -1.51
H -0.88 2.56 1.84
H 0.76 1.82 1.66
*
```

Here are the Löwdin charges for atoms 1 to 2, given in e: atom 1 (C): -0.75, atom 2 (C): -0.01

---

The following is a quantum chemistry calculation of the molecule C2H5NO3S3, from the Open Molecules 2025 dataset.

Highest occupied orbital energy (alpha / beta), hartree: -0.3222 / -0.3223
Gap between HOMO and LUMO (alpha / beta), eV: 7.35 / 7.36

Geometry as ORCA input:
```
! wB97M-V def2-TZVPD RIJCOSX def2/J DEFGRID3
* xyz 0 1
C 1.14 -0.92 0.55
C -0.02 -0.14 1.06
N 0.10 1.16 0.35
O 1.11 -3.03 -1.02
O -0.34 -1.12 -1.57
O 2.03 -0.89 -1.99
S 2.44 -1.28 1.47
S 3.65 -2.03 0.24
S 1.15 -1.60 -1.13
H 0.22 -0.22 2.13
H -0.96 -0.46 0.86
H -0.23 1.07 -0.63
H 1.11 1.47 0.18
H -0.31 -0.49 -2.38
*
```

Here are the Löwdin charges for atoms 1 to 2, given in e: atom 1 (C): -0.71, atom 2 (C): -0.29

---

The following is a quantum chemistry calculation of the molecule C2H5NO4, from the Open Molecules 2025 dataset.

Highest occupied orbital energy (alpha / beta), hartree: -0.2872 / -0.3940
Gap between HOMO and LUMO (alpha / beta), eV: 8.48 / 6.81

Geometry as ORCA input:
```
! wB97M-V def2-TZVPD RIJCOSX def2/J DEFGRID3
* xyz 0 3
C 0.98 -0.73 -0.42
C 0.02 0.35 -0.07
N -1.33 -0.13 -0.25
O -1.56 -1.30 -0.40
O -2.19 0.72 -0.23
O 0.16 1.67 -0.34
O -0.04 0.22 1.59
H 1.12 -0.93 -1.52
H 1.92 -0.24 -0.23
H 0.65 -1.63 0.06
H -0.61 2.19 -0.04
H 0.88 -0.19 1.87
*
```

Here are the Löwdin charges for atoms 1 to 2, given in e: atom 1 (C): 0.00, atom 2 (C): -0.48

---

The following is a quantum chemistry calculation of a structure of composition C2H5NO4S2, from the Open Molecules 2025 dataset.

Highest occupied orbital energy, hartree: -0.3928
Gap between HOMO and LUMO, eV: 9.11

Geometry as ORCA input:
```
! wB97M-V def2-TZVPD RIJCOSX def2/J DEFGRID3
* xyz 0 1
C 0.47 -1.17 -1.87
C -0.24 0.75 1.35
N -0.63 0.40 -0.01
O -2.59 -1.19 -0.73
O -0.82 -1.92 0.89
O 1.96 0.22 -0.18
O 0.62 1.46 -1.85
S -1.25 -1.14 -0.24
S 0.81 0.31 -1.02
H 1.20 -2.01 -1.71
H 0.06 -0.86 -2.85
H 0.36 -0.06 1.62
H 0.09 1.84 1.25
H -1.21 0.69 1.93
*
```

Here are the Löwdin charges for atoms 1 to 2, given in e: atom 1 (C): -0.10, atom 2 (C): -0.11